# 1
{
  "formula": "H18O9",
  "method": "wB97M-V/def2-TZVPD",
  "smiles": "O.O.O.O.O.O.O.O.O",
  "multiplicity": 1,
  "gap_ev": 11.674,
  "e_tot_ha": -687.99394,
  "symbols": ["H", "H", "H", "H", "H", "H", "H", "H", "H", "H", "H", "H", "H", "H", "H", "H", "H", "H", "O", "O", "O", "O", "O", "O", "O", "O", "O"],
  "xyz": [[1.88593, -1.39089, -1.10034], [1.45769, -1.59352, 0.44366], [0.38733, 0.17830, -2.10549], [0.42787, -1.16905, -3.05124], [0.08293, -0.85093, 2.03608], [0.37123, -2.39863, 2.31550], [2.58515, 0.02533, 0.08318], [3.39987, 1.36382, 0.34578], [-0.13085, 1.26557, 1.86951], [1.37069, 0.82723, 1.63534], [1.33995, 1.59046, -0.95526], [-0.15378, 1.90428, -1.09970], [-2.23704, 1.43804, 0.30691], [-1.47656, 2.85851, 0.75125], [-1.08464, -1.52899, -1.04437], [-1.44894, -2.15783, 0.40506], [-2.73513, -0.50470, -0.22616], [-3.96228, 0.46059, -0.74383], [2.29925, -1.48319, -0.17972], [0.43855, -0.88673, -2.07919], [0.01538, -1.77971, 1.56051], [2.47755, 1.02334, 0.21341], [0.60146, 0.72681, 2.27918], [0.66150, 1.75241, -1.64080], [-1.32246, 1.90232, 0.41642], [-1.82672, -1.83588, -0.44698], [-3.42390, 0.26304, 0.01128]],
  "atomic_forces_ev_per_a": [[0.3, -0.2, 1.5], [1.9, 0.0, -1.6], [0.4, -1.9, 0.3], [0.0, 0.6, 2.1], [0.0, -1.2, -1.1], [-1.1, 1.6, -2.2], [-0.2, 0.1, -0.1], [-1.4, -0.3, -0.2], [0.8, -0.7, 0.2], [-1.0, 0.1, 0.8], [0.2, 0.0, -0.1], [0.6, 0.0, -0.3], [1.1, 0.6, 0.2], [0.1, -2.5, -0.9], [-0.5, -0.6, 1.0], [0.2, 0.6, -0.9], [-1.6, 1.0, 0.3], [-0.3, -0.1, -0.7], [-2.4, -0.3, 0.2], [-0.4, 1.4, -2.4], [1.4, -0.4, 3.4], [1.8, 0.4, 0.5], [0.0, 0.6, -1.0], [-1.0, -0.1, 0.3], [-1.3, 1.9, 0.8], [0.5, 0.3, -0.4], [1.9, -1.0, 0.4]]
}

# 2
{
  "formula": "C3H12N2O2",
  "method": "wB97M-V/def2-TZVPD",
  "s2": 0.751,
  "multiplicity": 2,
  "charge": -1,
  "gap_ev": [3.093, 7.313],
  "e_tot_ha": -381.38291,
  "symbols": ["C", "C", "C", "N", "N", "H", "H", "H", "H", "H", "H", "H", "H", "H", "H", "O", "H", "H", "O"],
  "xyz": [[-0.85332, -0.76789, -1.54274], [-0.16594, 0.28115, -0.75384], [0.76983, 0.00276, 0.26769], [1.64027, 1.07224, 0.69688], [-0.64810, 1.56140, -1.05527], [-0.05749, -1.28062, -2.08410], [-1.38836, -0.43629, -2.40835], [-1.49460, -1.37886, -0.94257], [0.83793, -0.80907, 0.89006], [2.51104, 0.74406, 1.09693], [1.98639, 1.47471, -0.18006], [-0.03908, 2.17450, -0.57822], [-1.68067, 1.76823, -0.99744], [-0.49983, 2.62410, 1.09482], [-0.57947, 2.35106, 2.61160], [-0.58383, 3.06412, 1.91590], [0.81208, -4.27650, 0.55690], [-0.46679, -3.70198, 0.91743], [-0.10004, -4.46711, 0.49438]],
  "atomic_forces_ev_per_a": [[1.1, -0.5, -0.5], [0.6, -1.4, 2.6], [-1.7, 3.6, -3.1], [-0.2, 0.5, -1.1], [0.1, 0.6, -1.0], [-0.1, -1.0, 0.5], [-0.8, 1.0, -0.1], [-0.3, -0.9, 0.3], [0.2, -2.8, 0.4], [-0.2, -0.5, 0.6], [-0.1, 0.3, 0.3], [0.0, 1.6, 0.4], [1.6, -0.6, 0.2], [0.2, -1.1, -1.0], [0.1, 0.9, -1.3], [-0.5, 0.3, 2.6], [1.9, 0.2, 0.0], [-0.7, 0.9, 0.5], [-1.2, -1.0, -0.4]]
}

# 3
{
  "formula": "C29H24AsCl2N3Pt",
  "method": "wB97M-V/def2-TZVPD",
  "multiplicity": 1,
  "charge": 4,
  "gap_ev": 5.225,
  "e_tot_ha": -4557.65096,
  "symbols": ["Pt", "N", "C", "C", "C", "C", "C", "N", "C", "C", "C", "C", "C", "N", "H", "H", "H", "H", "H", "H", "H", "H", "H", "C", "C", "C", "C", "C", "C", "As", "C", "C", "C", "C", "C", "C", "C", "C", "C", "C", "C", "C", "H", "H", "H", "H", "H", "H", "H", "H", "H", "H", "H", "H", "H", "Cl", "C", "Cl", "H", "H"],
  "xyz": [[0.86425, -0.23635, -1.14021], [-1.48614, -0.90235, -3.33422], [-0.86744, -2.00208, -2.80128], [-1.26872, -3.26158, -3.27533], [-0.71291, -4.40299, -2.76656], [0.25289, -4.30631, -1.75388], [0.61443, -3.07053, -1.31590], [0.06101, -1.92040, -1.82889], [-1.23501, 0.43545, -3.19539], [-1.95572, 1.34761, -3.97883], [-1.68313, 2.68611, -3.87741], [-0.68847, 3.13071, -2.98959], [-0.02775, 2.20480, -2.24251], [-0.29463, 0.86670, -2.34614], [-2.19918, -1.12390, -4.01759], [-2.01692, -3.30572, -4.05725], [-1.01603, -5.37125, -3.14568], [0.71918, -5.18508, -1.33035], [1.36260, -2.93368, -0.55231], [-2.70802, 0.97843, -4.66478], [-2.22702, 3.39764, -4.48658], [-0.43768, 4.17852, -2.90320], [0.75593, 2.47980, -1.54410], [2.24037, -2.15598, 4.94921], [1.32574, -2.88092, 4.18259], [0.79944, -2.32712, 3.03472], [1.17591, -1.01510, 2.70568], [2.13268, -0.29020, 3.43846], [2.62928, -0.86815, 4.59100], [0.29180, -0.11296, 1.34780], [0.51235, 1.72971, 1.10818], [1.68713, 2.48122, 0.96780], [1.57084, 3.85482, 0.83526], [0.30543, 4.43884, 0.84020], [-0.86366, 3.67466, 0.96351], [-0.77925, 2.30270, 1.08398], [-1.91436, 1.35101, 1.22427], [-3.25109, 1.69010, 1.28825], [-4.21825, 0.68705, 1.41848], [-3.86650, -0.65583, 1.48458], [-2.53002, -1.02430, 1.43080], [-1.57781, -0.01413, 1.33008], [2.66649, -2.61115, 5.83452], [1.03269, -3.87665, 4.48726], [0.09605, -2.88840, 2.43234], [2.43522, 0.70912, 3.15601], [3.32270, -0.31636, 5.21162], [2.66270, 2.01083, 1.00403], [2.45346, 4.47545, 0.75597], [0.22034, 5.51577, 0.75907], [-1.82214, 4.17724, 0.98355], [-3.56462, 2.72572, 1.26010], [-5.26249, 0.96697, 1.47508], [-4.63258, -1.41167, 1.59320], [-2.25087, -2.06745, 1.50472], [6.01982, -1.13466, -0.53125], [4.82445, -0.20957, -1.18819], [2.99028, -1.03416, -0.38584], [4.61336, -0.37157, -2.23837], [4.71956, 0.79155, -0.79069]],
  "atomic_forces_ev_per_a": [[0.3, 0.4, -0.6], [0.0, 0.0, 0.0], [-0.1, -0.1, 0.1], [0.0, 0.1, 0.0], [0.0, -0.1, 0.0], [0.0, 0.1, 0.0], [-0.1, -0.1, -0.1], [0.5, -0.1, -0.1], [0.0, 0.1, -0.1], [0.0, -0.1, 0.0], [0.0, 0.1, 0.0], [0.1, 0.0, 0.0], [-0.1, 0.0, -0.1], [-0.3, -0.1, 0.5], [0.0, 0.0, 0.0], [0.0, 0.0, 0.0], [0.0, 0.0, 0.0], [0.0, 0.0, 0.0], [0.0, -0.1, 0.0], [0.0, 0.0, 0.0], [0.0, 0.0, 0.0], [0.0, 0.0, 0.0], [0.0, 0.0, 0.0], [0.0, -0.1, 0.1], [0.0, -0.1, -0.1], [-0.1, 0.0, 0.2], [0.3, -0.2, -0.3], [0.0, -0.1, 0.1], [0.1, 0.1, -0.1], [-0.5, 0.2, 0.7], [0.3, -0.1, -0.3], [0.0, 0.0, 0.1], [0.0, 0.0, 0.0], [-0.1, 0.0, 0.0], [0.0, 0.1, 0.0], [-0.1, 0.0, -0.1], [0.1, 0.0, -0.1], [-0.1, 0.0, 0.0], [0.0, 0.0, 0.0], [0.0, 0.0, 0.0], [0.1, 0.0, 0.2], [-0.1, -0.2, -0.3], [0.0, 0.0, 0.0], [0.0, 0.0, 0.0], [0.0, 0.0, 0.0], [0.0, 0.0, 0.0], [0.0, 0.0, 0.0], [0.0, 0.0, 0.0], [0.0, 0.0, 0.0], [0.0, 0.0, 0.0], [0.0, 0.0, 0.0], [0.0, 0.0, 0.0], [0.0, 0.0, 0.0], [0.0, 0.0, 0.0], [0.0, 0.0, 0.0], [0.0, 0.0, 0.0], [0.3, 0.1, -0.2], [-0.3, 0.0, 0.4], [-0.1, 0.0, 0.0], [-0.1, 0.0, 0.0]]
}

# 4
{
  "formula": "C31H23BrGeN3O5S2Sn",
  "method": "wB97M-V/def2-TZVPD",
  "s2": 0.753,
  "multiplicity": 2,
  "charge": -2,
  "gap_ev": [3.431, 6.746],
  "e_tot_ha": -7397.31711,
  "symbols": ["Sn", "O", "C", "C", "C", "N", "C", "Br", "C", "H", "H", "H", "H", "C", "C", "C", "C", "C", "C", "Ge", "C", "C", "C", "C", "C", "C", "C", "C", "C", "C", "C", "C", "H", "H", "H", "H", "H", "H", "H", "H", "H", "H", "H", "H", "H", "H", "H", "O", "O", "C", "N", "S", "O", "O", "C", "C", "C", "C", "C", "C", "H", "H", "H", "H", "S", "C", "N"],
  "xyz": [[-0.40956, 1.24573, -1.26486], [-6.38600, 5.25688, -0.02371], [-5.18577, 4.70425, -0.36749], [-3.98197, 5.14630, 0.16906], [-2.82067, 4.51928, -0.24006], [-2.79498, 3.51874, -1.12435], [-3.95157, 3.11169, -1.60474], [-3.88203, 1.63712, -2.78384], [-5.18362, 3.66067, -1.27421], [-6.22564, 5.93967, 0.63774], [-3.95374, 5.94807, 0.89739], [-1.85766, 4.80006, 0.17350], [-6.10403, 3.28142, -1.69243], [6.02080, 2.26596, 1.55826], [4.90389, 2.93724, 1.07956], [3.69625, 2.26787, 0.93117], [3.58308, 0.91827, 1.26846], [4.71502, 0.25639, 1.74311], [5.92750, 0.92084, 1.88698], [1.86410, -0.00997, 1.06221], [2.17831, -1.94773, 1.22030], [2.04189, -2.75946, 0.09551], [2.24024, -4.13099, 0.17957], [2.57859, -4.71370, 1.39512], [2.70579, -3.92042, 2.52619], [2.49920, -2.54791, 2.43672], [0.66621, 0.45534, 2.53957], [0.83315, 1.61240, 3.29599], [-0.06202, 1.93777, 4.30670], [-1.13943, 1.10389, 4.57130], [-1.32275, -0.05031, 3.82086], [-0.42609, -0.36926, 2.80992], [6.96303, 2.79052, 1.67221], [4.96550, 3.98841, 0.82491], [2.83321, 2.80191, 0.54818], [4.65367, -0.79760, 1.99124], [6.79882, 0.38847, 2.25226], [1.75544, -2.31015, -0.84906], [2.11665, -4.74786, -0.70277], [2.73065, -5.78507, 1.46290], [2.95449, -4.36924, 3.48173], [2.57579, -1.93740, 3.33173], [1.65229, 2.28986, 3.08182], [0.07383, 2.85661, 4.86435], [-1.84686, 1.36151, 5.35187], [-2.17460, -0.69308, 4.01040], [-0.59373, -1.26062, 2.21422], [1.25523, 0.28744, -0.54239], [-1.69261, -2.43293, -1.15186], [-1.61187, -2.23481, -2.35562], [-1.32677, -1.06627, -2.97629], [-1.32824, -1.19188, -4.57410], [-2.42727, -0.46673, -5.17663], [-0.03069, -0.97241, -5.16550], [-1.70844, -2.93597, -4.64523], [-1.87533, -3.78531, -5.72183], [-2.17620, -5.11512, -5.44967], [-2.30303, -5.56284, -4.13513], [-2.13249, -4.68929, -3.06782], [-1.83409, -3.36742, -3.34546], [-1.77261, -3.42616, -6.73794], [-2.31266, -5.81317, -6.26755], [-2.53674, -6.60468, -3.94870], [-2.22495, -5.00964, -2.03768], [0.94896, 5.45621, 2.01393], [0.56978, 4.14606, 1.08090], [0.29534, 3.21256, 0.43909]],
  "atomic_forces_ev_per_a": [[-0.2, 0.2, 0.1], [-0.1, 0.1, 0.1], [0.1, -0.1, 0.0], [-0.1, 0.0, 0.0], [0.2, -0.1, 0.0], [-0.2, 0.1, 0.0], [0.1, 0.0, 0.2], [0.0, 0.0, -0.2], [-0.1, 0.0, 0.0], [0.0, -0.1, -0.1], [0.0, 0.0, 0.0], [0.0, 0.0, 0.0], [0.0, 0.0, 0.0], [0.0, 0.0, 0.0], [0.0, 0.0, 0.0], [0.0, 0.0, 0.0], [0.0, 0.0, 0.1], [0.0, 0.0, 0.0], [0.0, 0.0, 0.0], [-0.1, -0.1, -0.3], [0.0, 0.1, 0.0], [0.0, 0.0, -0.1], [0.0, -0.1, 0.1], [0.0, 0.0, -0.1], [0.0, 0.1, 0.1], [0.0, -0.1, 0.0], [0.0, 0.0, -0.1], [0.0, 0.0, 0.0], [0.0, 0.0, 0.0], [0.0, 0.0, 0.0], [0.0, 0.0, 0.0], [0.0, 0.0, 0.0], [0.0, 0.0, 0.0], [0.0, 0.0, 0.0], [0.0, 0.0, 0.0], [0.0, 0.0, 0.0], [0.0, 0.0, 0.0], [0.0, 0.1, 0.0], [0.0, 0.0, 0.0], [0.0, 0.0, 0.0], [0.0, 0.0, 0.0], [0.0, 0.0, 0.0], [0.0, 0.0, 0.0], [0.0, 0.0, 0.0], [0.0, 0.0, 0.0], [0.0, 0.0, 0.0], [0.0, 0.0, 0.0], [0.3, -0.2, 0.3], [0.0, 0.0, 0.0], [0.1, 0.0, 0.0], [0.1, -0.1, 0.0], [-0.1, 0.0, 0.1], [0.0, 0.0, 0.0], [0.0, 0.0, 0.0], [0.0, 0.0, 0.0], [0.0, 0.0, 0.0], [0.0, 0.0, 0.0], [0.0, 0.0, 0.0], [0.0, 0.0, 0.0], [0.0, 0.0, 0.0], [0.0, 0.0, 0.0], [0.0, 0.0, 0.0], [0.0, 0.0, 0.0], [0.0, 0.0, 0.0], [0.0, 0.0, 0.0], [-0.1, 0.0, 0.1], [0.0, -0.1, -0.2]]
}